Entry i
# CH6OSi

One molecule with the formula CH6OSi (ωB97M-V/def2-TZVPD, the Open Molecules 2025 dataset).

The frontier orbital gap is 10.80 eV. Its SMILES is OC[SiH3]. Its LUMO energy is 0.89 eV.

```
! wB97M-V def2-TZVPD RIJCOSX def2/J DEFGRID3
* xyz 0 1
C 1.08424 -0.62161 0.29543
O 1.83146 0.48649 -0.16547
Si -1.01678 -0.28130 0.21324
H 1.39716 -0.75286 1.28464
H 1.38864 -1.60789 -0.27142
H 1.25730 1.06507 -0.61123
H -1.83293 -0.26677 1.39614
H -0.89095 0.88226 -0.90451
H -1.23914 -1.37324 -0.72047
*
```

Atom charges from the Mulliken analysis, given in e for atoms 1 to 2: number 1, C, carries -0.486; number 2, O, carries -0.479

=====

Entry ii
# CH6OSi

One molecule with the formula CH6OSi (ωB97M-V/def2-TZVPD, the Open Molecules 2025 dataset).

The frontier orbital gap is 10.63 eV. Its SMILES is C[SiH2]O. Its LUMO energy is 0.56 eV.

```
! wB97M-V def2-TZVPD RIJCOSX def2/J DEFGRID3
* xyz 0 1
C -1.04688 0.29689 0.61848
O 1.51879 0.07763 -1.96674
Si 0.62678 -0.25065 -0.48355
H -0.63255 0.04852 1.58039
H -1.96582 -0.12049 0.27187
H 1.75874 0.92663 -2.34582
H 1.56791 0.09956 0.74325
H -1.02245 1.50665 0.53793
H 0.49738 -1.57652 -1.01312
*
```

Atom charges from the Mulliken analysis, given in e for atoms 1 to 2: number 1, C, carries -0.892; number 2, O, carries -0.490

=====

Least stable of them? entry i.